{
  "formula": "C4H11NO",
  "method": "wB97M-V/def2-TZVPD",
  "lumo_energy_ev": [-3.0, -8.8],
  "total_charge": 1,
  "s2": 0.76,
  "spin_multiplicity": 2,
  "orbital_gap_ev": [11.88, 5.99],
  "e_homo_ev": [-14.905, -14.747],
  "species": ["C", "C", "N", "H", "H", "H", "H", "H", "H", "C", "O", "C", "H", "H", "H", "H", "H"],
  "xyz": [[-1.296, -1.744, 1.832], [-0.152, -1.156, -0.211], [-1.609, -1.692, 0.288], [-1.016, -2.821, 2.065], [-2.327, -1.628, 2.306], [-0.835, -0.815, 2.390], [0.922, -1.286, 0.368], [0.005, -1.607, -1.299], [-2.328, -0.917, -0.083], [1.290, 0.967, -0.772], [-0.038, 0.237, -0.509], [0.950, 2.354, -1.193], [1.737, 0.274, -1.556], [1.778, 1.368, -0.008], [2.123, 2.850, -1.419], [0.566, 2.883, -0.232], [0.229, 2.733, -1.967]],
  "forces_ev_per_angstrom": [[-3.29, 0.61, 0.72], [0.42, 0.53, -0.76], [3.91, 3.54, 0.04], [0.36, 1.81, -0.20], [0.95, -0.56, -0.65], [0.12, -2.03, -1.65], [-2.92, -0.87, -0.84], [-0.11, 0.32, 1.48], [2.05, -1.90, 1.52], [-3.23, -2.18, -5.83], [-0.46, -0.38, 1.04], [1.31, 4.16, -0.10], [0.09, 1.07, 1.33], [2.58, -0.93, 4.58], [-3.56, -1.26, 0.59], [0.84, -0.66, -1.52], [0.93, -1.28, 0.22]]
}



{
  "formula": "C4H11NO",
  "method": "wB97M-V/def2-TZVPD",
  "lumo_energy_ev": [-3.9, -8.7],
  "total_charge": 1,
  "s2": 0.76,
  "spin_multiplicity": 2,
  "orbital_gap_ev": [11.53, 6.75],
  "e_homo_ev": [-15.458, -15.444],
  "species": ["C", "C", "N", "C", "C", "H", "H", "H", "H", "H", "H", "H", "H", "H", "H", "H", "O"],
  "xyz": [[0.034, 1.450, 2.281], [-0.118, 0.265, 1.693], [0.120, 0.099, 0.274], [1.450, -0.176, -0.274], [1.293, -1.019, -1.599], [-0.299, 1.485, 3.320], [0.645, 2.225, 1.848], [-0.562, -0.620, 2.132], [-0.330, 0.784, -0.339], [2.092, 0.701, -0.375], [1.955, -0.903, 0.379], [1.081, -2.009, -1.188], [0.376, -0.816, -2.138], [2.168, -1.192, -2.212], [-1.552, -0.468, -1.174], [-2.465, 0.394, -1.996], [-2.416, -0.480, -1.567]],
  "forces_ev_per_angstrom": [[0.15, -1.13, 0.50], [-0.96, -0.08, -1.12], [2.49, 2.19, 0.31], [0.04, -3.27, -0.64], [-0.81, -0.79, 1.43], [0.40, 0.28, -0.22], [-0.45, 0.47, -0.13], [0.09, -0.02, 0.24], [-0.54, -0.14, 0.28], [-0.51, 0.61, 0.07], [-0.05, 0.80, 0.35], [0.00, -0.16, -0.17], [0.17, 0.59, -0.62], [0.18, 0.79, -0.10], [0.39, -0.45, 0.16], [-0.33, -0.51, 0.02], [-0.26, 0.82, -0.35]]
}



{
  "formula": "C4H11NO",
  "method": "wB97M-V/def2-TZVPD",
  "lumo_energy_ev": [-4.4, -9.6],
  "total_charge": 1,
  "s2": 0.76,
  "spin_multiplicity": 2,
  "orbital_gap_ev": [9.84, 4.71],
  "e_homo_ev": [-14.271, -14.271],
  "species": ["C", "C", "H", "H", "H", "H", "H", "H", "C", "C", "O", "N", "H", "H", "H", "H", "H"],
  "xyz": [[-1.886, 0.019, -1.557], [-1.724, -1.374, -2.164], [-0.934, 0.237, -1.091], [-2.221, 0.791, -2.252], [-2.711, 0.130, -0.847], [-2.675, -1.882, -2.328], [-1.044, -2.010, -1.606], [-1.374, -1.290, -3.196], [1.772, 1.590, 2.195], [1.775, 0.519, 1.088], [2.158, 0.727, -0.059], [1.268, -0.667, 1.433], [1.683, 1.104, 3.162], [1.059, 2.356, 1.925], [1.294, -1.454, 0.812], [0.755, -0.751, 2.288], [2.805, 1.957, 2.196]],
  "forces_ev_per_angstrom": [[-0.76, -0.12, 0.08], [-0.81, 0.25, -1.06], [0.09, 0.80, 0.18], [0.78, -0.11, -0.46], [0.37, -0.64, 0.54], [-0.05, -0.12, 0.50], [-0.07, -0.10, 0.08], [0.50, 0.03, 0.18], [1.60, -0.21, -1.02], [-2.04, -1.73, 2.80], [0.82, 0.65, -1.20], [0.78, 0.98, -0.71], [-0.64, -0.11, -0.08], [-0.11, 0.19, 0.23], [-0.14, -0.25, -0.37], [-0.05, -0.04, 0.43], [-0.27, 0.51, -0.12]]
}



{
  "formula": "C4H11NO2",
  "method": "wB97M-V/def2-TZVPD",
  "smiles": "CCC(=O)NC.O",
  "lumo_energy_ev": 0.7,
  "spin_multiplicity": 1,
  "orbital_gap_ev": 10.00,
  "e_homo_ev": -9.343,
  "species": ["C", "C", "C", "O", "N", "C", "H", "H", "H", "H", "H", "H", "H", "H", "H", "O", "H", "H"],
  "xyz": [[-1.597, 0.657, -0.140], [-0.604, 1.228, -1.136], [0.860, 0.981, -0.829], [1.673, 0.835, -1.729], [1.222, 0.993, 0.482], [2.411, 0.235, 0.867], [-2.464, 0.070, -0.577], [-1.233, -0.166, 0.465], [-1.915, 1.431, 0.583], [-0.893, 2.264, -1.417], [-0.818, 0.789, -2.156], [0.614, 1.376, 1.177], [2.955, -0.104, -0.020], [2.070, -0.646, 1.446], [3.079, 0.854, 1.489], [-1.631, -3.233, 0.516], [-1.846, -3.761, -0.269], [-1.883, -3.804, 1.249]],
  "forces_ev_per_angstrom": [[-1.21, -0.75, 0.65], [-1.31, -0.42, -2.02], [-0.07, 1.28, -0.65], [-0.25, -0.49, 0.22], [0.79, -0.56, -0.67], [-0.17, 0.11, 0.91], [0.57, 1.49, 0.05], [0.85, 0.02, 0.17], [-0.32, -0.45, -0.42], [0.75, -0.17, 0.78], [0.68, -0.08, 1.07], [-0.28, -0.30, 0.16], [-0.30, 0.26, 0.16], [0.43, 0.34, -0.18], [-0.17, -0.33, -0.23], [-0.15, -0.31, -0.34], [0.13, 0.29, 0.28], [0.02, 0.05, 0.07]]
}



{
  "formula": "C4H11NO2",
  "method": "wB97M-V/def2-TZVPD",
  "smiles": "[H]/N=C\\C.CC(O)O",
  "lumo_energy_ev": 0.9,
  "spin_multiplicity": 1,
  "orbital_gap_ev": 11.15,
  "e_homo_ev": -10.207,
  "species": ["H", "N", "C", "C", "H", "H", "H", "H", "C", "C", "O", "O", "H", "H", "H", "H", "H", "H"],
  "xyz": [[-2.088, -1.384, -0.697], [-1.518, -1.518, 0.139], [-1.648, -0.616, 1.006], [-2.506, 0.601, 0.943], [-1.059, -0.737, 1.913], [-1.875, 1.487, 0.959], [-3.157, 0.645, 1.818], [-3.110, 0.613, 0.036], [2.689, 0.423, -0.210], [1.230, 0.086, -0.515], [0.734, 0.834, -1.598], [1.136, -1.280, -0.761], [2.798, 1.494, -0.080], [3.316, 0.087, -1.036], [3.000, -0.091, 0.696], [0.599, 0.385, 0.334], [1.223, 0.570, -2.387], [0.237, -1.601, -0.561]],
  "forces_ev_per_angstrom": [[-0.11, 0.27, 0.14], [0.08, -0.61, -0.46], [-0.21, 0.23, 0.19], [-0.21, -0.10, -0.01], [0.14, 0.04, 0.13], [0.06, 0.13, 0.01], [0.01, 0.04, -0.04], [-0.01, 0.02, 0.00], [-0.46, -0.21, -0.15], [0.33, 0.00, 0.27], [-0.18, 0.25, -0.19], [0.25, -0.20, 0.01], [0.05, 0.13, 0.01], [0.05, 0.00, -0.03], [0.08, -0.04, 0.06], [0.07, -0.05, -0.12], [-0.02, -0.04, 0.07], [0.09, 0.13, 0.10]]
}



{
  "formula": "C4H11NO2",
  "method": "wB97M-V/def2-TZVPD",
  "lumo_energy_ev": 0.8,
  "spin_multiplicity": 1,
  "orbital_gap_ev": 8.83,
  "e_homo_ev": -8.067,
  "species": ["C", "N", "O", "H", "H", "H", "H", "H", "C", "C", "C", "O", "H", "H", "H", "H", "H", "H"],
  "xyz": [[1.062, -1.299, -1.167], [-0.006, -0.931, -0.236], [-0.449, -2.080, 0.452], [-0.337, -1.806, 1.394], [-1.051, -0.210, -0.379], [1.956, -1.606, -0.622], [0.706, -2.120, -1.785], [1.283, -0.446, -1.808], [1.044, 1.360, 0.276], [-1.870, 0.883, 0.137], [0.239, 0.212, 0.815], [0.219, -0.140, 1.978], [0.908, 2.211, 0.941], [2.103, 1.089, 0.287], [-2.650, 0.311, 0.642], [-1.690, 1.807, 0.684], [-2.212, 1.126, -0.877], [0.747, 1.639, -0.732]],
  "forces_ev_per_angstrom": [[0.09, 0.11, 0.34], [-0.11, -0.23, 0.07], [0.29, 0.32, 0.23], [-0.02, -0.13, -0.14], [-0.40, 1.47, 0.48], [0.06, -0.05, -0.07], [-0.02, 0.03, 0.08], [-0.01, -0.01, 0.05], [-0.38, 0.17, -0.02], [0.05, -0.98, -0.65], [0.97, -1.27, 0.35], [-0.25, 0.40, -0.88], [-0.02, -0.01, -0.02], [-0.09, -0.12, 0.02], [-0.10, 0.12, 0.08], [0.16, -0.07, -0.03], [-0.18, 0.26, 0.08], [-0.02, -0.03, 0.03]]
}



{
  "formula": "C4H11NO2",
  "method": "wB97M-V/def2-TZVPD",
  "smiles": "CNC(C)=O.CO",
  "lumo_energy_ev": 0.6,
  "spin_multiplicity": 1,
  "orbital_gap_ev": 9.61,
  "e_homo_ev": -9.040,
  "species": ["C", "N", "C", "C", "O", "H", "H", "H", "H", "H", "H", "H", "C", "O", "H", "H", "H", "H"],
  "xyz": [[2.754, -1.110, -0.077], [2.135, 0.096, 0.111], [0.796, 0.267, -0.084], [0.383, 1.629, -0.102], [-0.010, -0.649, -0.091], [2.221, -1.610, -1.040], [3.765, -1.154, -0.702], [2.914, -1.813, 0.854], [2.795, 0.901, 0.388], [1.411, 2.360, -0.131], [-0.241, 1.903, 0.738], [-0.366, 1.735, -0.948], [-3.332, -0.438, 0.463], [-2.776, -0.261, -0.741], [-4.514, -0.581, 0.173], [-3.121, -1.442, 1.050], [-3.017, 0.686, 0.813], [-1.797, -0.520, -0.672]],
  "forces_ev_per_angstrom": [[2.13, -5.33, -3.28], [1.67, 3.11, 0.70], [0.68, -1.26, 1.67], [0.88, 4.31, -1.32], [0.28, -0.59, -0.70], [0.37, 0.27, 2.90], [-1.39, 1.14, 1.92], [-0.70, 1.23, -1.92], [-2.13, -1.56, -0.83], [-3.39, -1.63, -0.25], [0.20, -0.09, 0.55], [1.33, 0.34, 0.52], [-3.26, 1.11, 1.61], [3.84, -1.99, -3.65], [2.49, 0.86, 1.43], [0.28, 2.32, -0.79], [-1.64, -2.88, 1.66], [-1.63, 0.63, -0.22]]
}



{
  "formula": "C4H11NO2",
  "method": "wB97M-V/def2-TZVPD",
  "smiles": "CC[C@@H](N)C=O.O",
  "lumo_energy_ev": 0.8,
  "spin_multiplicity": 1,
  "orbital_gap_ev": 10.48,
  "e_homo_ev": -9.639,
  "species": ["C", "C", "C", "N", "C", "O", "H", "H", "H", "H", "H", "H", "H", "H", "H", "O", "H", "H"],
  "xyz": [[-1.690, -0.303, 1.670], [-0.927, 0.554, 0.674], [-0.391, -0.260, -0.501], [-1.439, -0.778, -1.404], [0.588, 0.567, -1.330], [1.421, 1.312, -0.864], [-1.053, -1.136, 1.976], [-2.609, -0.740, 1.291], [-1.904, 0.251, 2.576], [-0.061, 0.977, 1.200], [-1.498, 1.413, 0.309], [0.215, -1.082, -0.103], [-1.748, -1.668, -1.041], [-2.219, -0.125, -1.404], [0.343, 0.582, -2.411], [2.252, -0.695, 1.253], [3.194, -0.897, 1.333], [2.262, -0.096, 0.490]],
  "forces_ev_per_angstrom": [[0.28, -0.26, 0.07], [0.64, 0.07, 0.35], [0.07, 0.09, -0.54], [0.62, 0.13, 0.46], [-0.88, 1.07, 0.16], [0.13, -0.68, -0.14], [0.04, -0.03, -0.01], [-0.19, 0.12, -0.15], [-0.23, 0.18, 0.11], [-0.13, -0.02, -0.14], [-0.17, -0.10, -0.04], [-0.23, -0.17, -0.01], [-0.32, 0.00, -0.14], [0.00, -0.29, -0.02], [0.34, -0.25, -0.04], [0.59, 0.05, -0.36], [-0.24, -0.17, 0.27], [-0.32, 0.23, 0.17]]
}



{
  "formula": "C4H11NO2",
  "method": "wB97M-V/def2-TZVPD",
  "smiles": "C[C@H](O)[C@@H](N)CO",
  "lumo_energy_ev": 0.8,
  "spin_multiplicity": 1,
  "orbital_gap_ev": 10.34,
  "e_homo_ev": -9.550,
  "species": ["C", "C", "O", "C", "N", "C", "O", "H", "H", "H", "H", "H", "H", "H", "H", "H", "H", "H"],
  "xyz": [[0.125, 2.230, -0.148], [-0.471, 0.901, 0.389], [-0.446, 0.846, 1.847], [0.135, -0.302, -0.399], [1.399, -0.752, 0.164], [-0.809, -1.460, -0.266], [-0.480, -2.605, -1.039], [-0.280, 3.056, 0.400], [-0.232, 2.281, -1.214], [1.211, 2.225, -0.268], [-1.573, 0.922, 0.236], [0.077, 0.132, 2.222], [0.081, 0.048, -1.438], [1.740, -1.504, -0.418], [2.086, -0.072, 0.484], [-0.989, -1.678, 0.778], [-1.771, -1.105, -0.674], [0.197, -3.164, -0.656]],
  "forces_ev_per_angstrom": [[-0.73, -1.46, -1.41], [-0.18, 0.26, 0.56], [0.33, 0.19, -0.63], [-0.49, 0.65, 1.56], [-0.29, 0.15, -0.07], [-1.31, 0.03, -0.72], [-0.04, 0.10, -0.34], [0.15, 0.56, 0.30], [0.10, 0.23, 0.91], [-0.01, 0.09, 0.63], [0.70, 0.01, -0.54], [0.26, -0.17, -0.52], [0.69, -0.21, -0.12], [0.67, 0.31, 0.21], [-0.23, -0.25, -0.70], [0.18, -0.30, 0.37], [0.19, -0.36, 0.06], [0.03, 0.18, 0.44]]
}



{
  "formula": "C4H11NO2",
  "method": "wB97M-V/def2-TZVPD",
  "lumo_energy_ev": 0.8,
  "spin_multiplicity": 1,
  "orbital_gap_ev": 9.56,
  "e_homo_ev": -8.751,
  "species": ["C", "C", "C", "O", "O", "H", "H", "H", "H", "H", "H", "H", "H", "C", "N", "H", "H", "H"],
  "xyz": [[0.767, -0.854, -0.371], [-0.668, -0.946, 0.984], [0.037, -0.756, -1.686], [1.554, 0.177, -0.047], [1.394, -2.055, -0.226], [0.957, 1.029, 0.022], [2.001, -1.986, 0.529], [-0.541, 0.164, -1.717], [-0.112, -1.094, 1.911], [-1.650, -0.477, 1.071], [-0.967, -1.929, 0.627], [0.773, -0.740, -2.494], [-0.612, -1.616, -1.825], [-0.332, 1.961, 0.826], [-0.923, 2.430, -0.191], [-1.107, 3.435, -0.141], [-0.172, 2.536, 1.752], [-0.397, 0.722, 0.977]],
  "forces_ev_per_angstrom": [[-3.37, -0.07, 1.45], [1.37, -2.09, -1.86], [0.34, -0.09, -0.06], [0.04, 2.40, 0.01], [0.35, 0.19, 0.27], [1.68, -2.30, -0.32], [-0.16, -0.02, -0.22], [-0.05, -0.01, 0.03], [-0.28, 0.24, 0.18], [0.32, 0.63, 0.05], [0.16, -0.40, 0.16], [0.01, 0.00, -0.03], [-0.07, 0.00, 0.03], [-2.00, -1.92, 1.54], [0.22, -0.04, -0.34], [0.28, -0.05, 0.08], [0.44, 0.10, -0.33], [0.73, 3.42, -0.65]]
}



{
  "formula": "C4H11NO2",
  "method": "wB97M-V/def2-TZVPD",
  "smiles": "CCCC(N)=O.O",
  "lumo_energy_ev": 0.8,
  "spin_multiplicity": 1,
  "orbital_gap_ev": 10.73,
  "e_homo_ev": -9.937,
  "species": ["C", "C", "C", "C", "N", "O", "H", "H", "H", "H", "H", "H", "H", "H", "H", "O", "H", "H"],
  "xyz": [[-0.025, 0.732, -1.493], [-0.145, 1.153, -0.005], [1.045, 0.571, 0.795], [0.724, -0.891, 0.994], [1.613, -1.841, 0.565], [-0.322, -1.248, 1.515], [0.957, 0.621, -1.983], [-0.509, 1.453, -2.157], [-0.357, -0.313, -1.512], [-0.061, 2.235, 0.035], [-1.068, 0.762, 0.408], [1.933, 0.488, 0.126], [1.362, 0.965, 1.774], [2.487, -1.638, 0.119], [1.370, -2.774, 0.857], [-3.279, 0.111, -0.004], [-2.799, -0.041, -0.804], [-2.928, -0.346, 0.769]],
  "forces_ev_per_angstrom": [[0.21, -0.57, 0.20], [1.98, 0.66, -0.44], [0.88, -1.53, -1.21], [-0.41, -0.73, 0.60], [-0.44, 0.36, 0.31], [0.02, 0.02, -0.02], [0.29, 0.47, 0.93], [-0.70, -0.58, 0.12], [-0.71, 0.26, -0.68], [-0.46, 0.14, 0.24], [-0.04, 0.49, 0.05], [-0.30, 0.94, 0.51], [-0.55, 0.27, -0.46], [0.04, 0.00, 0.09], [0.25, -0.07, -0.25], [-1.27, 0.65, 0.85], [0.75, -0.56, -0.24], [0.43, -0.22, -0.61]]
}



{
  "formula": "C4H11NO2",
  "method": "wB97M-V/def2-TZVPD",
  "smiles": "NCCOCCO",
  "lumo_energy_ev": 0.9,
  "spin_multiplicity": 1,
  "orbital_gap_ev": 10.58,
  "e_homo_ev": -9.686,
  "species": ["N", "C", "C", "O", "C", "C", "O", "H", "H", "H", "H", "H", "H", "H", "H", "H", "H", "H"],
  "xyz": [[2.050, 2.072, 0.494], [2.156, 0.614, 0.467], [0.808, 0.025, 0.827], [-0.195, 0.401, -0.084], [-0.573, -0.615, -0.992], [-1.682, -1.518, -0.497], [-2.753, -0.888, -0.068], [2.972, 2.395, 0.118], [1.357, 2.066, -0.108], [2.543, 0.218, -0.736], [2.737, 0.177, 1.506], [0.526, 0.563, 1.736], [0.748, -0.905, 0.810], [0.363, -1.372, -1.464], [-0.867, -0.030, -2.024], [-1.025, -2.345, 0.312], [-1.936, -2.235, -1.483], [-2.434, -0.180, 0.260]],
  "forces_ev_per_angstrom": [[5.41, -1.59, 3.28], [2.04, -2.66, 0.77], [0.22, 8.45, -0.35], [-1.03, 0.13, -1.47], [1.76, 0.03, -4.56], [4.25, -5.77, -2.57], [-4.95, -6.53, -2.38], [-1.65, 0.19, 0.14], [-4.19, 2.01, -4.28], [-0.76, 0.63, 3.84], [-0.48, 1.10, -3.39], [0.09, -0.69, 0.41], [0.37, -8.40, 1.01], [-2.29, 2.16, 1.83], [0.30, -1.32, 2.60], [-2.35, 2.18, -1.72], [0.53, 1.68, 2.73], [2.74, 8.40, 4.09]]
}



One value per record, in order, for calculated total energy: -288.4722; -288.6087; -288.6464; -364.2334; -364.2244; -364.0744; -364.1297; -364.2289; -364.2104; -364.1090; -364.2445; -364.0352 a.u..
One value per record, in order, for relative energy (zero: lowest compared OMol25 entry of this formula, charge and spin): 637.98; 279.77; 180.86; 91.20; 114.94; 508.67; 363.48; 103.20; 151.70; 417.81; 62.25; 611.71 kJ/mol.